[1]
Density functional theory data (the ωB97M-V functional and the def2-TZVPD basis) for a 3-piece molecular cluster, C15H33BClO8S2 overall.

Results
**E_HOMO**: -4.2 eV
**HOMO-LUMO gap**: 6.20 eV

```
! RIJCOSX wB97M-V def2-TZVPD def2/J DEFGRID3
* xyz -1 1
C 1.990 -2.614 1.927
C 2.437 -1.784 0.677
S 2.707 0.003 0.985
C 1.140 0.934 0.544
B -0.113 0.247 1.383
C -1.287 1.311 1.837
C -2.075 0.640 3.043
C -3.575 0.369 2.660
C -3.634 -0.554 1.398
S -5.352 -0.502 0.768
O -6.250 -1.027 1.819
O -5.569 -1.239 -0.498
Cl -5.746 1.506 0.318
H 2.868 -3.007 2.491
H 1.376 -2.050 2.649
H 1.382 -3.493 1.604
H 3.425 -2.192 0.364
H 1.745 -1.994 -0.167
H 1.263 2.019 0.728
H 1.010 0.736 -0.550
H -0.603 -0.680 0.776
H 0.364 -0.179 2.413
H -1.984 1.610 1.015
H -0.873 2.268 2.246
H -1.636 -0.365 3.246
H -2.008 1.236 3.974
H -4.047 1.358 2.489
H -4.064 -0.133 3.517
H -2.930 -0.236 0.603
H -3.344 -1.587 1.679
C 3.909 7.206 -1.390
C 3.303 6.036 -2.141
O 4.257 4.986 -2.322
C 4.466 4.219 -1.245
O 3.923 4.337 -0.182
O 5.395 3.317 -1.556
C 5.777 2.478 -0.463
H 4.826 7.541 -1.879
H 3.205 8.037 -1.341
H 4.175 6.920 -0.371
H 3.010 6.357 -3.141
H 2.408 5.659 -1.644
H 4.909 2.006 -0.001
H 6.336 3.057 0.275
H 6.426 1.697 -0.855
C -3.919 -3.907 -0.293
C -2.967 -2.906 -0.919
O -1.700 -3.514 -1.216
C -1.667 -4.264 -2.313
O -2.582 -4.461 -3.069
O -0.439 -4.780 -2.424
C -0.289 -5.679 -3.517
H -3.457 -4.386 0.575
H -4.842 -3.423 0.016
H -4.167 -4.700 -1.000
H -2.764 -2.112 -0.217
H -3.394 -2.449 -1.812
H -0.615 -5.224 -4.452
H -0.847 -6.598 -3.325
H 0.769 -5.923 -3.597
*
```

***

[2]
Density functional theory data (the ωB97M-V functional and the def2-TZVPD basis) for one molecule with the formula C5H10N2O.

Results
**E_HOMO**: -9.5 eV
**HOMO-LUMO gap**: 10.49 eV
**Relative energy (zero: lowest compared OMol25 entry of this formula, charge and spin)**: 54.9 kJ/mol
**SMILES**: C=CCCNC(N)=O

```
! RIJCOSX wB97M-V def2-TZVPD def2/J DEFGRID3
* xyz 0 1
C 0.530 -2.513 2.118
C 0.350 -1.376 1.465
C 0.452 -1.301 -0.027
C -0.320 -0.186 -0.701
N 0.251 1.135 -0.360
C -0.557 2.261 -0.594
N -0.529 2.671 -1.901
O -1.220 2.821 0.249
H 0.816 -3.421 1.606
H 0.424 -2.539 3.194
H 0.133 -0.466 2.013
H 0.107 -2.221 -0.489
H 1.499 -1.268 -0.338
H -0.235 -0.308 -1.775
H -1.380 -0.242 -0.438
H 0.432 1.139 0.639
H -0.884 3.581 -2.141
H 0.130 2.233 -2.519
*
```

***

[3]
Density functional theory data (the ωB97M-V functional and the def2-TZVPD basis) for one molecule with the formula C5H8O.

Results
**E_HOMO**: -10.2 eV
**HOMO-LUMO gap**: 11.10 eV
**Relative energy (zero: lowest compared OMol25 entry of this formula, charge and spin)**: 206.5 kJ/mol
**SMILES**: C#CC(C)(C)O

```
! RIJCOSX wB97M-V def2-TZVPD def2/J DEFGRID3
* xyz 0 1
C -1.927 1.256 -1.078
C -1.087 0.530 -0.611
C 0.166 0.044 0.012
C -0.045 -0.533 1.416
C 0.944 -0.905 -0.897
O 0.982 1.213 0.129
H -2.608 1.958 -1.504
H -0.705 0.116 2.002
H -0.460 -1.546 1.418
H 0.934 -0.554 1.902
H 0.961 -0.521 -1.920
H 0.527 -1.917 -0.893
H 1.971 -0.946 -0.527
H 0.411 1.890 0.518
*
```

***

Q: Look up the E_HOMO of the second one.
A: -9.5 eV

***

Q: Among the records above, which one has the highest E_HOMO?
A: C15H33BClO8S2

***

Repeat the second record exactly.
Density functional theory data (the ωB97M-V functional and the def2-TZVPD basis) for one molecule with the formula C5H10N2O.

Results
**E_HOMO**: -9.5 eV
**HOMO-LUMO gap**: 10.49 eV
**Relative energy (zero: lowest compared OMol25 entry of this formula, charge and spin)**: 54.9 kJ/mol
**SMILES**: C=CCCNC(N)=O

```
! RIJCOSX wB97M-V def2-TZVPD def2/J DEFGRID3
* xyz 0 1
C 0.530 -2.513 2.118
C 0.350 -1.376 1.465
C 0.452 -1.301 -0.027
C -0.320 -0.186 -0.701
N 0.251 1.135 -0.360
C -0.557 2.261 -0.594
N -0.529 2.671 -1.901
O -1.220 2.821 0.249
H 0.816 -3.421 1.606
H 0.424 -2.539 3.194
H 0.133 -0.466 2.013
H 0.107 -2.221 -0.489
H 1.499 -1.268 -0.338
H -0.235 -0.308 -1.775
H -1.380 -0.242 -0.438
H 0.432 1.139 0.639
H -0.884 3.581 -2.141
H 0.130 2.233 -2.519
*
```

***

Q: HOMO-LUMO gap of number 3 (C5H8O)?
A: 11.10 eV